C20H25MnN4O2S3 | ωB97M-V/def2-TZVPD

Computed properties:
total charge: 0
calculated total energy: -3492.2272 a.u.
2S+1: 5
relative energy (zero: lowest compared OMol25 entry of this formula, charge and spin): 0.7446 eV
lowest unoccupied orbital energy (spin up / spin down): -2.5 / 0.1 eV
Kohn-Sham gap (spin up / spin down): 0.210 / 0.308 Ha
strongest force on any atom: 3.13 eV/A

Element x y z (Å)
Mn: 0.8283 -0.6488 -0.2475
C: 1.6940 -3.7189 -1.1715
C: 1.7275 -4.0178 0.3354
N: 1.6766 -2.7500 1.0586
C: 1.0917 -2.7989 2.3934
C: -0.4123 -3.0780 2.3574
S: -1.2837 -2.1885 1.0121
C: -1.3866 -3.4446 -0.3233
C: -0.6734 -3.0634 -1.6186
N: 0.7291 -2.6542 -1.4757
H: 2.6769 -3.3512 -1.4779
H: 1.4695 -4.6358 -1.7330
H: 0.8616 -4.6149 0.6146
H: 2.6264 -4.6047 0.5698
H: 2.6206 -2.3696 1.1252
H: 1.5733 -3.5545 3.0365
H: 1.2541 -1.8116 2.8349
H: -0.6418 -4.1362 2.2451
H: -0.8680 -2.7189 3.2800
H: -1.0282 -4.3875 0.0770
H: -2.4533 -3.5368 -0.5266
H: -0.7619 -3.9240 -2.3005
H: -1.2006 -2.2120 -2.0606
H: 0.9995 -2.2507 -2.3755
S: 2.2292 0.0307 -2.3499
C: 3.4968 0.2872 -1.2213
S: 3.0666 -0.0609 0.4208
C: 4.7662 0.7055 -1.5593
C: 5.1639 0.9278 -2.8873
N: 5.5230 1.1045 -3.9633
C: 5.7504 0.9298 -0.5820
N: 6.5755 1.1266 0.1927
C: -3.5489 5.8146 1.1759
C: -2.8795 4.5637 0.6959
C: -1.6626 4.6078 0.0315
C: -1.0007 3.4441 -0.3362
C: 0.3226 3.4810 -1.0405
C: -1.5942 2.2202 -0.0295
C: -2.8573 2.1466 0.5583
C: -3.5143 0.8170 0.7823
C: -3.4795 3.3303 0.9184
C: -0.7815 0.9769 -0.1304
O: -0.8687 0.1271 -1.0547
O: 0.0537 0.7650 0.7970
H: -2.8771 6.6656 1.1110
H: -3.8773 5.6959 2.2077
H: -4.4254 6.0298 0.5674
H: -1.2009 5.5611 -0.1797
H: 0.5463 4.4851 -1.3931
H: 0.3135 2.7997 -1.8924
H: 1.1240 3.1702 -0.3683
H: -2.8877 0.1725 1.3955
H: -3.6748 0.3143 -0.1716
H: -4.4739 0.9387 1.2772
H: -4.4468 3.2933 1.3983